Record 1
9
Properties=species:S:1:pos:R:3:forces:R:3 method="wB97M-V/def2-TZVPD" energy_ev=-29572.88633 total_charge=0 relative_energy_kj_mol=176.4 homo_energy_ev=-9.29 fmax_ev_per_a=3.3
C 0.497 0.036 -0.858 2.43 -0.36 1.46
C -0.333 0.493 0.297 -1.78 0.64 -2.68
O -0.403 -2.257 0.343 0.76 -0.97 1.35
O -0.205 0.471 1.609 2.09 -0.24 1.25
S -0.876 -1.132 -0.431 -0.84 1.26 -2.19
Cl -1.280 1.917 -0.302 -0.14 -0.47 0.75
H 0.319 0.642 -1.731 0.10 -0.13 -0.20
H 1.611 -0.232 -0.704 -2.04 -0.02 -0.22
H 0.670 0.061 1.776 -0.57 0.30 0.48

***

Record 2
22
Properties=species:S:1:pos:R:3:forces:R:3 method="wB97M-V/def2-TZVPD" energy_ev=-10438.12289 smiles=CC[C@@H](CN)NCO total_charge=0 relative_energy_kj_mol=280.3 homo_energy_ev=-8.96 fmax_ev_per_a=3.0
C -1.999 1.362 0.491 1.29 0.45 -1.11
C -1.375 0.170 -0.280 -0.17 -0.21 1.25
C 0.062 -0.081 0.179 1.53 1.32 0.85
C 0.144 -0.574 1.644 -0.34 0.39 0.80
N 0.012 0.460 2.733 1.46 -0.10 -0.40
N 0.985 -1.039 -0.473 -0.98 -2.04 -2.00
C 1.573 -0.647 -1.740 0.61 2.44 -0.07
O 0.576 0.117 -2.434 -0.61 0.57 0.15
H -2.899 1.821 0.068 -0.43 -1.02 0.34
H -1.994 1.081 1.523 -0.73 0.33 0.70
H -1.347 2.235 0.372 0.49 -0.10 0.27
H -1.858 -0.728 0.106 -0.80 -0.22 -0.94
H -1.404 0.363 -1.327 -0.24 -0.46 -0.71
H 0.528 0.931 0.069 0.26 -0.68 0.37
H 1.137 -0.995 1.767 -0.17 -0.44 -0.22
H -0.630 -1.353 1.820 0.45 0.26 -0.18
H 0.198 1.334 2.232 -0.15 0.01 0.57
H 0.886 0.317 3.303 -1.40 0.43 -0.50
H 0.463 -1.937 -0.633 0.61 1.07 0.29
H 2.489 0.011 -1.511 -1.32 -0.54 -0.24
H 1.948 -1.370 -2.458 -0.16 -1.03 0.75
H 0.619 0.268 -3.382 0.79 -0.41 0.04